No. 1
{
  "formula": "C5H12NS",
  "method": "ωB97M-V/def2-TZVPD",
  "e_lumo_ev": -6.1,
  "total_charge": 1,
  "homo_ev": -13.215,
  "gap_ha": 0.2628,
  "symbols": ["C", "C", "C", "C", "C", "N", "S", "H", "H", "H", "H", "H", "H", "H", "H", "H", "H", "H", "H"],
  "xyz": [[-1.670633, 0.787106, -0.277812], [1.932736, 0.024119, 0.275008], [-0.865821, -0.492093, 0.058495], [3.296245, 0.272455, -0.209398], [-1.560533, -1.782642, -0.405753], [-0.997503, 1.974660, 0.064251], [0.719979, -0.757996, -0.760916], [-2.548569, 0.612053, 0.389622], [-1.933190, 0.665875, -1.363392], [-0.761554, -0.428373, 1.104825], [3.808203, 0.887270, 0.627852], [3.395590, 0.674521, -1.155283], [3.958871, -0.718837, -0.260813], [-0.778381, -2.564574, -0.484189], [-1.999006, -1.815385, -1.368313], [-2.179646, -2.219973, 0.367770], [-1.448945, 2.824719, -0.200191], [1.762970, 0.259708, 1.312465], [-0.754511, 1.935359, 1.018851]],
  "atomic_forces_ev_per_a": [[-0.7058, -1.8581, -0.9568], [-1.6768, -1.8339, -3.0772], [-0.7817, -0.2241, -1.3583], [2.1387, -1.8278, 3.7735], [1.2738, -1.3966, 1.5654], [1.1320, -0.1673, -1.0361], [2.9005, 3.0336, 2.4133], [-0.0730, -0.0001, -0.8741], [-0.0858, 0.7774, 0.9937], [0.6771, -0.5748, 1.3975], [-0.5772, -0.7721, -1.7350], [-0.0785, 1.0373, -1.9460], [-1.5341, 1.6612, 0.2797], [-0.2956, 0.1454, 0.0745], [-0.8196, 0.6534, -0.8465], [-0.6430, 0.3181, -0.0523], [-0.2516, 0.3695, 0.0255], [-0.7387, 0.0464, 0.1558], [0.1392, 0.6127, 1.2034]]
}

---

No. 2
{
  "formula": "C33H33BBrF4IrN6OSSi",
  "method": "ωB97M-V/def2-TZVPD",
  "e_lumo_ev": [-3.0, -5.1],
  "total_charge": 1,
  "homo_ev": [-10.601, -10.670],
  "multiplicity": 6,
  "gap_ha": [0.2795, 0.2051],
  "symbols": ["Ir", "N", "C", "S", "N", "N", "C", "C", "C", "C", "C", "C", "C", "C", "C", "C", "C", "C", "N", "H", "H", "H", "H", "H", "H", "H", "H", "H", "H", "H", "C", "Si", "C", "C", "N", "C", "C", "C", "C", "C", "C", "O", "C", "C", "C", "C", "C", "C", "H", "H", "H", "H", "H", "H", "H", "H", "H", "H", "H", "H", "H", "H", "H", "H", "H", "H", "F", "B", "F", "F", "F", "Br", "C", "C", "C", "N", "C", "C", "H", "H", "H", "H"],
  "xyz": [[-0.300675, 0.049447, 0.104673], [-2.401631, -3.361516, 2.256632], [-1.533046, -2.465446, 1.759139], [-2.071507, -0.825457, 1.604493], [-0.333128, -2.914825, 1.498304], [0.490339, -2.019985, 0.932899], [1.609605, -2.434801, 0.452225], [2.038238, -3.851445, 0.374553], [2.027448, -4.695954, 1.485987], [2.442593, -6.012941, 1.362342], [2.846321, -6.505977, 0.128204], [2.842728, -5.675477, -0.983946], [2.451807, -4.350823, -0.861154], [2.473506, -1.375135, -0.119024], [3.820555, -1.579229, -0.366727], [4.543082, -0.597398, -1.023077], [3.901658, 0.560166, -1.423569], [2.575888, 0.720817, -1.079583], [1.890141, -0.204294, -0.408247], [-3.348838, -3.097120, 2.449619], [-2.128468, -4.327836, 2.315413], [1.704441, -4.320226, 2.445639], [2.444367, -6.659186, 2.231862], [3.160178, -7.538415, 0.032476], [3.140897, -6.057602, -1.952365], [2.418322, -3.712064, -1.737893], [4.283346, -2.508390, -0.067926], [5.593964, -0.746930, -1.236069], [4.409948, 1.328475, -1.990555], [2.030942, 1.610423, -1.358112], [2.322740, 2.679144, 1.222491], [0.877236, 3.489569, 0.368822], [0.135535, 4.717830, 1.565902], [1.578504, 4.350178, -1.128736], [-0.422897, 2.320697, -0.145836], [-1.483369, 2.801578, -0.817343], [-1.651265, 4.206118, -1.098134], [-2.702833, 4.692863, -1.807601], [-3.696667, 3.814532, -2.276351], [-3.619036, 2.461657, -2.010278], [-2.546784, 1.955012, -1.297382], [-2.476621, 0.647505, -0.948945], [-3.370926, -0.256736, -1.618473], [-4.383632, -0.831896, -0.885922], [-5.245682, -1.711871, -1.531389], [-5.084175, -1.986428, -2.880563], [-4.066922, -1.367500, -3.596546], [-3.204406, -0.485281, -2.964404], [3.245902, 3.059056, 0.772617], [2.351886, 1.598262, 1.159896], [2.327793, 2.954692, 2.281942], [0.915618, 5.039779, 2.263145], [-0.678566, 4.282567, 2.152567], [-0.255300, 5.614161, 1.077239], [2.505003, 4.848906, -0.827723], [0.921767, 5.105804, -1.558735], [1.824940, 3.647670, -1.930739], [-0.919108, 4.898145, -0.722205], [-2.778343, 5.754969, -2.000634], [-4.541759, 4.197827, -2.833805], [-4.397685, 1.793111, -2.345391], [-4.502772, -0.597497, 0.161357], [-6.048185, -2.173920, -0.971161], [-5.755019, -2.674394, -3.379124], [-3.924396, -1.580799, -4.648455], [-2.410688, 0.006359, -3.508381], [-0.627708, -1.413959, -3.928099], [0.062084, -1.154563, -2.768949], [-0.593599, -1.753213, -1.620837], [1.383602, -1.588375, -2.842602], [0.012661, 0.277909, -2.459599], [1.343817, 1.880742, 6.749408], [0.950238, 1.380108, 4.988650], [1.700804, 0.402631, 4.359514], [1.378544, 0.072575, 3.055596], [0.378234, 0.649711, 2.391031], [-0.347641, 1.578554, 3.018027], [-0.096197, 1.984762, 4.312372], [2.519199, -0.091570, 4.864379], [1.952113, -0.678316, 2.524643], [-1.173164, 2.005208, 2.457521], [-0.705895, 2.745276, 4.781012]],
  "atomic_forces_ev_per_a": [[-0.3237, -0.6401, 0.3810], [-0.1726, 0.1809, 0.0428], [0.2670, -0.3796, 0.1181], [0.1235, 0.1301, -0.3558], [-0.2700, -0.0948, -0.0578], [0.1950, 0.2030, -0.1631], [0.1014, 0.1030, 0.0102], [0.0510, -0.0748, 0.1099], [0.0983, 0.0736, -0.0469], [-0.0098, 0.0176, 0.0102], [0.0067, 0.0149, -0.0193], [0.0038, -0.0134, 0.0070], [-0.1216, 0.0487, -0.0904], [-0.0805, -0.1131, 0.0100], [0.1189, -0.0728, -0.0534], [0.1037, -0.0602, 0.0170], [0.0124, 0.0646, -0.0634], [-0.0899, -0.1258, -0.0123], [-0.0424, 0.1224, -0.1235], [-0.0416, -0.0291, 0.0083], [0.0409, 0.0125, -0.0077], [-0.0393, 0.0226, 0.0203], [-0.0020, 0.0363, -0.0406], [-0.0162, 0.0460, 0.0086], [-0.0130, 0.0126, 0.0416], [0.0402, 0.0043, 0.0464], [-0.0150, -0.0098, -0.0323], [-0.0343, -0.0067, -0.0027], [-0.0151, -0.0257, 0.0427], [-0.0217, -0.0499, -0.0274], [0.0989, -0.1258, 0.1978], [-0.0281, 0.0946, 0.0587], [-0.0988, 0.1763, 0.1036], [0.0130, 0.0473, -0.2459], [-0.1380, -0.0635, -0.2096], [0.1985, 0.2224, 0.1241], [0.0585, -0.2152, 0.0820], [-0.1273, -0.0282, -0.0678], [-0.0152, 0.0132, -0.0129], [-0.0692, 0.1443, -0.0693], [0.0277, -0.1994, 0.2185], [-0.1108, 0.0016, -0.4405], [0.1665, 0.2644, 0.2332], [-0.1429, -0.0739, 0.1275], [0.0110, 0.0411, 0.0695], [0.0226, 0.0296, -0.0587], [0.0300, -0.0480, -0.0057], [0.1415, 0.0054, -0.1664], [-0.0822, -0.0027, 0.0704], [0.0600, 0.0678, 0.0732], [0.0056, -0.0472, -0.0672], [-0.0835, -0.0178, -0.0328], [0.0735, 0.0745, -0.0334], [0.0456, -0.0665, 0.0967], [-0.0454, -0.0342, -0.0234], [0.0808, -0.0167, -0.0223], [0.0104, 0.0796, 0.0313], [-0.0268, -0.0142, -0.0422], [-0.0184, -0.0387, 0.0009], [0.0319, -0.0086, 0.0233], [0.0072, 0.0294, -0.0098], [0.0078, 0.0031, 0.0016], [0.0141, -0.0005, -0.0182], [0.0259, 0.0145, 0.0250], [-0.0313, 0.0260, 0.0454], [0.0124, -0.0475, 0.0051], [0.1389, 0.0886, 0.3018], [0.0368, -0.0517, -0.2128], [0.1363, 0.2423, -0.1528], [-0.3629, 0.1993, 0.1973], [0.0114, -0.3286, 0.0732], [0.0183, 0.0236, 0.0791], [0.0351, -0.0014, 0.0612], [0.0286, -0.0568, -0.0299], [0.0102, 0.0082, -0.0658], [0.0723, 0.2407, -0.0033], [-0.0534, -0.0619, -0.0817], [-0.0550, 0.0377, -0.0128], [-0.0271, 0.0178, -0.0173], [-0.0565, 0.0451, 0.0178], [0.0652, -0.0553, 0.0264], [0.0227, -0.0315, -0.0200]]
}

---

No. 3
{
  "formula": "C5H14N3",
  "method": "ωB97M-V/def2-TZVPD",
  "e_lumo_ev": -3.5,
  "total_charge": 1,
  "homo_ev": -12.353,
  "gap_ha": 0.3258,
  "smiles": "[H]/N=C/NCCCC[NH3+]",
  "symbols": ["C", "C", "C", "C", "N", "C", "N", "N", "H", "H", "H", "H", "H", "H", "H", "H", "H", "H", "H", "H", "H", "H"],
  "xyz": [[-0.250900, 0.986859, -1.667777], [1.057608, 0.088062, -1.463428], [1.796135, 0.542214, -0.159378], [1.565600, -0.310102, 1.082853], [0.245578, -0.057748, 1.787634], [-0.698782, -1.097380, 1.965394], [-1.660080, -0.872774, 1.121389], [-1.663229, 0.473761, -2.006869], [0.027558, 1.628387, -2.518772], [-0.354171, 1.729137, -0.858466], [1.580915, -0.257498, -2.304039], [0.423714, -0.847909, -1.270735], [1.663836, 1.642595, 0.125098], [2.896483, 0.698762, -0.326087], [1.688836, -1.408513, 0.973414], [2.162677, -0.018693, 1.943202], [-0.268398, 0.769853, 1.245844], [-0.635728, -1.681337, 2.907604], [-2.593780, -1.299347, 1.260786], [-2.196996, 1.012697, -1.388806], [-1.951939, 0.500550, -3.051998], [-1.716855, -0.529277, -1.598105]],
  "atomic_forces_ev_per_a": [[2.3650, 2.4400, -2.0238], [-4.7925, -1.2764, 3.1093], [1.4079, 1.1885, -0.1528], [-0.5316, -0.3809, 2.1839], [-0.4709, 1.7875, -1.9618], [-1.3480, 2.9375, -1.6619], [-1.1044, -1.3895, 0.6652], [2.1741, -3.4291, -0.8246], [-0.5204, 0.0243, 0.1015], [-0.1824, -0.8566, -0.0673], [1.0017, 0.6896, -1.3601], [1.5219, 0.2917, 0.6473], [-0.8462, -1.2738, -0.4826], [-0.7494, -1.0916, -0.1343], [0.0144, 0.7216, -0.4460], [1.3781, 0.0674, -0.7995], [1.3241, -2.6818, 1.6698], [-0.0976, -0.1462, -1.0118], [0.9494, -0.3562, 0.4378], [-1.8738, 1.0076, 0.6072], [0.5812, 0.0572, 2.3814], [-0.2008, 1.6693, -0.8767]]
}

---

No. 4
{
  "formula": "C8H27CrCuN2O13S2",
  "method": "ωB97M-V/def2-TZVPD",
  "e_lumo_ev": [3.8, 3.7],
  "total_charge": -2,
  "homo_ev": [-0.116, -0.121],
  "multiplicity": 5,
  "gap_ha": [0.1429, 0.1390],
  "symbols": ["Cu", "Cr", "S", "O", "O", "O", "O", "S", "O", "O", "O", "O", "O", "H", "C", "C", "C", "O", "C", "N", "H", "H", "H", "H", "H", "H", "H", "H", "H", "H", "H", "C", "C", "C", "O", "C", "N", "H", "H", "H", "H", "H", "H", "H", "H", "H", "H", "H", "O", "H", "H", "O", "H", "H"],
  "xyz": [[-2.976030, -13.487990, -19.488610], [-2.736230, -15.992380, -21.588230], [-3.150140, -12.890900, -22.764050], [-4.573110, -12.818720, -23.002690], [-2.832950, -12.951350, -24.147870], [-2.657880, -11.714680, -22.090560], [-2.740840, -14.115880, -22.107000], [-5.741120, -15.131250, -20.464370], [-4.724510, -15.915230, -21.108890], [-5.151810, -13.915450, -19.974330], [-6.689150, -14.646850, -21.482340], [-6.435480, -15.905390, -19.420520], [-2.229570, -15.622540, -19.621390], [-1.705380, -16.247120, -19.083200], [2.133900, -17.912860, -19.769800], [1.525480, -18.678290, -18.543540], [0.033850, -18.306400, -18.229220], [-0.330190, -18.741470, -16.912450], [-1.761610, -18.482520, -16.758590], [1.701440, -20.118930, -18.636570], [3.205940, -18.019930, -19.935230], [1.962670, -16.862220, -19.535410], [1.645840, -18.123750, -20.721340], [2.041620, -18.457930, -17.609120], [-0.527340, -18.773040, -19.038800], [0.029940, -17.218680, -18.299580], [-2.389240, -19.127510, -17.373530], [-1.961490, -17.461640, -17.084070], [-1.973680, -18.641720, -15.701330], [2.587640, -20.303510, -18.188590], [1.018950, -20.496020, -17.994600], [-3.286070, -13.853270, -15.122620], [-3.506950, -13.107430, -16.480160], [-3.652650, -11.606450, -16.304420], [-4.943320, -11.208180, -15.786390], [-4.956820, -9.870030, -15.247530], [-2.255540, -13.339300, -17.179520], [-3.057760, -14.917800, -15.174980], [-4.201480, -13.783530, -14.535020], [-2.447160, -13.377430, -14.614780], [-4.290020, -13.548470, -17.096920], [-3.515710, -11.094200, -17.256760], [-2.823830, -11.245470, -15.695440], [-4.143620, -9.784290, -14.526790], [-5.889210, -9.448950, -14.871440], [-4.589870, -9.191380, -16.017510], [-1.499630, -12.834440, -16.739260], [-1.965100, -14.304900, -17.121580], [0.032720, -14.593900, -18.647470], [-0.785760, -14.966990, -18.974760], [0.037780, -14.807770, -17.714480], [-4.275860, -16.506470, -17.692080], [-3.544530, -16.244650, -18.251400], [-5.053850, -16.360480, -18.230280]],
  "atomic_forces_ev_per_a": [[-0.9625, -0.2949, -0.3707], [-2.7344, 2.3631, 1.0167], [-5.7339, 4.4835, -4.9153], [-3.0050, -0.2996, 3.5520], [5.6120, -0.7834, -4.0221], [1.6986, 0.4740, 2.1609], [2.4334, -4.5797, 3.1690], [-6.5126, 3.2755, -1.6544], [4.9605, -4.1432, -2.2058], [3.3560, 2.3803, 2.9883], [-0.1322, -1.6251, 0.4168], [0.9065, -0.6750, 0.6073], [1.0011, -1.1820, 0.4530], [-0.6537, 0.0448, -0.4915], [-0.8871, 0.3370, 1.1725], [0.0513, 0.3618, 0.3032], [2.2525, -0.3636, -0.3707], [-0.9327, 0.1328, -1.3454], [1.0777, -0.0327, 0.1644], [-0.3312, -0.5792, -0.3519], [0.0055, -0.4090, 0.3775], [0.0607, 0.2540, -0.2927], [-0.2299, -0.2444, 0.1609], [0.2886, 1.1726, -0.0515], [-0.7093, 0.0151, 0.1511], [-0.5052, 0.1630, -0.0058], [0.1730, -0.2110, -0.0567], [-0.2112, 0.0884, 0.3614], [-0.1495, 0.1902, -0.1483], [0.2042, -0.3993, -0.1766], [-0.1845, -0.4476, 0.1206], [-1.4484, 0.6714, -0.0343], [0.7641, -1.3972, 1.4076], [-0.9745, 0.7401, -0.2854], [-0.0718, 0.1231, 0.8131], [1.9581, -0.4129, -1.1732], [0.3929, 0.5049, -1.8719], [-0.0845, 0.0105, -0.6687], [0.0915, 0.1280, 0.4157], [-0.0509, 0.1995, 0.2243], [-0.3071, 0.0811, 0.2474], [-0.0332, -0.1700, -0.3960], [0.0445, 0.0891, 0.6609], [-0.2162, -0.0934, 0.7571], [-0.1992, -0.9570, -0.0627], [-0.3070, 0.2731, -0.4661], [0.1850, 0.3755, -0.1172], [-0.4517, -0.1983, -0.0717], [1.5048, 0.2485, 0.5665], [-0.9626, 0.1708, -0.8574], [0.1806, 0.0279, 0.2489], [0.9411, -0.5155, 1.4220], [0.0441, 0.3080, -0.6325], [-1.2062, 0.3264, -0.8428]]
}